# C30H38ClCsN8O4

A structure of composition C30H38ClCsN8O4 (ωB97M-V/def2-TZVPD, the Open Molecules 2025 dataset).

Summary:
Charge = 0
E_LUMO = -0.0613 eV
Total energy = -64909.954 eV

```
82
Properties=species:S:1:pos:R:3:forces:R:3
Cs 0.472 0.381 1.246 0.079 0.063 0.012
C 2.701 5.057 1.438 -0.001 0.019 0.003
C 3.100 3.608 1.353 0.000 0.027 -0.005
C 3.296 2.993 0.120 0.003 -0.001 -0.017
C 3.732 1.675 0.045 -0.065 -0.021 0.025
C 3.952 0.943 1.204 0.003 -0.053 -0.021
C 3.751 1.543 2.441 -0.050 0.000 0.000
C 3.332 2.865 2.510 0.008 -0.027 -0.005
H 2.185 5.382 0.535 -0.003 -0.007 -0.004
H 3.582 5.690 1.560 0.000 -0.003 -0.004
H 2.049 5.242 2.292 0.001 -0.009 0.006
H 3.115 3.555 -0.789 0.004 0.000 0.000
H 3.897 1.216 -0.923 -0.004 0.002 -0.003
H 4.245 -0.098 1.149 0.026 0.010 0.007
H 3.901 0.971 3.346 -0.034 -0.014 -0.004
H 3.189 3.333 3.478 -0.019 -0.015 0.004
O 0.590 -5.240 3.817 -0.008 -0.004 -0.023
C 0.992 -5.486 2.594 0.034 0.026 0.018
O 0.820 -6.555 2.052 -0.020 -0.006 0.004
C 1.672 -4.370 1.858 0.011 -0.042 -0.030
C 2.149 -4.484 0.568 0.037 0.030 -0.009
Cl 2.072 -5.794 -0.512 0.002 -0.007 0.003
N 2.658 -3.281 0.200 -0.009 0.044 -0.007
N 2.498 -2.370 1.185 -0.056 0.053 -0.001
C 1.918 -3.006 2.188 -0.056 -0.080 0.051
C 1.527 -2.209 3.432 0.083 0.134 -0.151
O 1.022 -2.856 4.378 0.005 -0.019 0.054
O 1.700 -0.980 3.368 0.009 -0.082 0.121
C 3.209 -2.851 -1.042 -0.005 -0.044 0.044
C 4.051 -3.667 -1.784 -0.011 -0.007 0.002
C 4.547 -3.209 -2.996 -0.010 0.012 -0.001
C 4.225 -1.942 -3.459 0.013 -0.020 0.005
C 3.419 -1.116 -2.687 0.004 0.008 -0.002
C 2.913 -1.567 -1.480 0.129 0.024 0.071
H 0.788 -4.264 4.098 0.012 0.004 -0.001
H 4.326 -4.644 -1.418 -0.002 -0.013 0.002
H 5.200 -3.849 -3.575 0.000 0.000 -0.001
H 4.616 -1.594 -4.405 -0.004 0.003 -0.001
H 3.184 -0.115 -3.026 -0.002 0.002 0.003
H 2.351 -0.917 -0.828 -0.159 -0.008 -0.121
C -5.058 -1.171 -1.218 -0.005 -0.012 -0.014
N -4.285 -1.629 -0.076 -0.036 0.038 0.017
C -4.827 -2.830 0.558 0.000 -0.003 0.000
C -3.668 -3.303 1.413 0.000 -0.013 0.011
N -2.547 -2.866 0.608 -0.016 0.036 -0.038
C -1.206 -3.071 1.094 0.011 -0.019 0.039
C -2.891 -1.737 -0.106 0.066 -0.051 0.008
N -1.997 -0.981 -0.624 0.060 0.103 0.066
C -2.346 0.191 -1.404 -0.022 0.032 -0.074
C -1.078 0.979 -1.796 0.027 -0.160 -0.010
N -0.859 2.179 -1.008 0.034 -0.118 0.050
C -1.630 3.192 -1.069 -0.028 -0.006 0.006
N -1.447 4.278 -0.220 0.001 0.012 0.001
C -0.741 4.077 1.022 0.012 -0.001 0.007
C -2.661 5.070 -0.200 -0.004 0.013 -0.018
C -3.186 4.826 -1.602 -0.002 -0.010 0.016
N -2.754 3.454 -1.851 0.006 0.012 -0.021
C -2.858 3.010 -3.229 -0.020 -0.003 -0.011
H -6.112 -1.233 -0.950 0.001 0.000 0.002
H -4.895 -1.797 -2.104 0.003 0.001 0.002
H -4.843 -0.138 -1.466 0.001 0.005 0.002
H -5.079 -3.583 -0.200 0.003 -0.001 0.000
H -5.723 -2.595 1.131 0.001 0.001 0.003
H -3.654 -4.382 1.561 0.003 -0.001 -0.002
H -3.668 -2.815 2.398 0.000 0.001 -0.001
H -1.062 -4.129 1.307 -0.016 0.003 -0.001
H -1.010 -2.512 2.021 0.001 0.004 -0.013
H -0.494 -2.769 0.328 -0.008 0.001 -0.008
H -3.010 0.867 -0.850 -0.017 -0.003 -0.013
H -2.868 -0.088 -2.327 0.005 -0.043 0.010
H -1.064 1.158 -2.874 -0.004 0.127 0.030
H -0.238 0.302 -1.613 -0.012 0.047 -0.071
H 0.226 3.621 0.823 0.004 0.006 -0.006
H -1.306 3.435 1.714 0.000 0.003 0.000
H -0.579 5.043 1.499 -0.003 0.004 0.005
H -2.451 6.120 0.001 0.005 -0.003 0.005
H -3.369 4.700 0.555 0.001 -0.003 0.000
H -2.722 5.518 -2.316 0.002 0.003 0.001
H -4.269 4.913 -1.678 0.001 0.000 -0.006
H -3.758 3.451 -3.655 -0.003 0.005 0.005
H -2.960 1.931 -3.298 0.002 0.012 0.001
H -2.001 3.328 -3.833 0.000 0.000 -0.002
```
Forces are in eV/Å.

# C30H38F36N8O25S12

A cluster of 8 separate species, C30H38F36N8O25S12 in total (ωB97M-V/def2-TZVPD, the Open Molecules 2025 dataset).

Summary:
Charge = -4
E_LUMO = 2.0089 eV
Total energy = -322680.253 eV

```
149
Properties=species:S:1:pos:R:3:forces:R:3
C 1.472 -2.930 5.458 -0.815 0.061 0.442
C 2.130 -2.390 4.185 0.891 -0.640 -0.796
C 1.185 -2.349 3.023 -0.863 -0.315 -0.376
C 0.176 -1.179 3.100 1.224 -0.011 -0.750
C 0.950 0.164 3.168 -0.339 -0.899 -1.423
C 1.915 0.272 4.291 -0.219 0.276 -0.021
N 2.590 -1.037 4.485 5.370 1.304 8.174
O 3.498 -0.968 5.509 -4.844 -0.718 -6.386
C 1.194 0.545 5.647 0.058 -0.350 0.316
C 2.940 1.377 4.056 0.267 -0.236 -0.430
C 3.349 -3.263 3.856 0.483 -1.211 0.470
H 2.100 -2.849 6.346 0.192 -0.079 -0.260
H 1.239 -3.970 5.237 0.052 -0.062 0.120
H 0.515 -2.441 5.691 0.288 -0.059 -0.263
H 0.681 -3.334 3.017 -0.048 0.525 -0.097
H 1.763 -2.346 2.091 -0.182 0.327 0.069
H -0.505 -1.301 3.930 -0.327 -0.020 0.136
H -0.356 -1.220 2.151 -0.450 0.120 0.196
H 0.298 1.015 3.250 -0.450 0.353 -0.026
H 1.524 0.293 2.232 -0.355 -0.119 0.241
H 0.641 1.486 5.567 0.120 -0.268 -0.168
H 1.960 0.630 6.414 0.013 0.111 0.034
H 0.523 -0.272 5.947 0.056 0.288 -0.279
H 3.464 1.284 3.095 -0.144 -0.275 0.270
H 3.655 1.311 4.855 0.424 0.409 0.227
H 2.417 2.328 4.033 -0.169 0.042 0.257
H 4.028 -3.305 4.698 0.149 0.286 0.287
H 3.956 -3.020 2.984 -0.448 0.490 -0.102
H 3.039 -4.323 3.750 -0.305 0.672 -0.205
C -2.330 -0.579 0.053 -0.537 -0.142 -0.151
C -1.048 -0.225 -0.669 0.214 0.418 -0.019
C -1.096 1.313 -0.851 1.639 -0.588 -0.170
N 0.132 1.916 -1.582 0.767 0.999 0.155
C 0.490 1.197 -2.930 -1.501 -0.087 1.214
C 1.516 1.935 -3.720 0.770 1.195 -0.512
C 1.069 3.412 -3.986 -0.322 -0.683 0.976
C 0.871 4.169 -2.676 -0.438 -0.390 -0.533
C -0.194 3.442 -1.843 0.760 -1.106 0.763
C 1.407 1.835 -0.705 -2.082 -0.826 -0.575
H -2.425 -0.003 0.971 -0.012 -0.098 0.280
H -2.472 -1.642 0.253 0.406 0.017 0.087
H -3.169 -0.295 -0.574 -0.254 0.136 -0.056
H -0.982 -0.766 -1.616 -0.125 0.226 0.028
H -0.178 -0.565 -0.092 0.013 0.307 0.025
H -1.168 1.821 0.124 0.240 -0.070 -0.287
H -1.950 1.602 -1.428 -0.545 0.048 -0.423
H -0.430 1.093 -3.508 -0.203 0.213 0.188
H 0.767 0.186 -2.635 0.177 0.221 -0.136
H 1.607 1.486 -4.705 -0.043 -0.474 0.021
H 2.498 1.816 -3.237 -0.147 0.413 -0.231
H 0.064 3.329 -4.390 -0.070 0.007 -0.644
H 1.685 3.995 -4.665 0.241 -0.359 -0.139
H 0.404 5.132 -2.886 0.129 0.196 0.001
H 1.850 4.371 -2.233 -0.382 -0.149 0.610
H -1.150 3.365 -2.374 0.262 0.443 0.137
H -0.289 3.947 -0.858 -0.185 -0.629 -0.477
H 1.150 2.241 0.277 0.252 -0.006 -0.201
H 2.127 2.429 -1.232 0.604 0.077 0.249
H 1.644 0.757 -0.674 0.257 0.647 0.161
C 1.876 -2.933 -1.810 -0.110 -0.870 0.675
F 2.939 -3.161 -2.571 0.452 -0.303 0.462
F 2.121 -3.303 -0.493 0.167 0.612 -1.485
F 1.724 -1.600 -1.816 -0.459 -0.152 0.230
S 0.398 -3.961 -2.486 0.385 1.601 0.455
O -0.629 -2.919 -2.468 0.621 -1.521 -0.422
O 0.952 -4.513 -3.702 -0.935 0.468 0.975
N 0.267 -5.077 -1.386 -1.104 -0.456 0.091
S -0.775 -5.129 -0.154 -0.114 0.934 0.024
O -0.735 -3.917 0.665 0.402 -1.278 -0.414
O -2.091 -5.671 -0.412 1.027 0.074 -0.138
C 0.184 -6.536 0.727 -1.839 2.602 -0.041
F 1.406 -6.063 0.861 1.015 -0.614 0.527
F -0.338 -6.837 1.922 0.164 0.451 0.447
F 0.116 -7.620 0.034 0.619 -1.507 -1.224
C 0.502 -0.088 -10.567 -1.616 -1.144 2.181
F 1.205 -0.285 -11.629 1.532 -0.423 -1.784
F 1.287 0.491 -9.637 -0.375 0.290 -0.348
F -0.510 0.696 -10.927 -0.117 1.252 0.267
S -0.291 -1.708 -9.917 -0.021 1.000 -1.630
O -1.592 -1.649 -10.576 1.057 -0.433 0.674
O 0.691 -2.646 -10.416 -0.342 -0.367 0.598
N -0.463 -1.513 -8.393 1.203 -0.752 1.818
S 0.649 -1.994 -7.229 -0.440 -0.895 -3.164
O 0.543 -3.388 -6.905 -0.173 0.576 0.120
O 1.965 -1.466 -7.457 -0.214 0.400 0.456
C -0.166 -1.097 -5.897 -0.953 1.288 1.140
F 0.597 -1.113 -4.749 -1.053 -0.124 -1.464
F -0.362 0.220 -6.240 0.371 -1.328 0.641
F -1.373 -1.654 -5.679 1.231 0.612 0.276
C -7.792 -1.157 3.827 -0.122 1.254 0.265
F -7.175 -1.069 2.630 -0.374 0.018 1.295
F -7.465 -0.071 4.629 -0.222 -0.791 -1.471
F -9.132 -1.068 3.586 1.012 -0.134 0.304
S -7.356 -2.671 4.822 -0.348 -0.671 -0.299
O -7.505 -2.229 6.192 -0.165 -0.236 -0.686
O -8.286 -3.639 4.272 0.412 0.201 0.522
N -5.846 -2.918 4.510 0.470 -1.499 -0.662
S -5.263 -4.103 3.494 0.364 0.989 0.896
O -4.885 -5.350 4.154 -0.496 1.463 -0.439
O -5.928 -4.171 2.222 0.099 -0.078 0.263
C -3.631 -3.138 3.207 -1.469 -1.301 1.916
F -3.927 -1.955 2.729 0.448 0.483 -0.174
F -3.037 -3.021 4.451 -0.056 0.252 -1.207
F -2.827 -3.797 2.417 0.308 0.025 -0.249
C 7.375 -1.883 4.431 -1.097 1.935 -3.104
F 8.295 -1.695 5.321 0.942 0.129 1.268
F 7.923 -2.575 3.405 -0.307 -0.143 0.475
F 6.346 -2.517 4.932 -0.363 -1.383 0.610
S 6.641 -0.203 3.786 0.415 -0.520 0.800
O 5.737 0.062 4.920 1.183 0.122 -1.635
O 7.843 0.602 3.609 -1.194 -0.314 -0.023
N 5.808 -0.551 2.468 1.297 0.466 1.356
S 6.170 -0.051 0.972 -0.451 -0.113 2.096
O 5.989 1.346 0.797 -0.044 0.829 -0.312
O 7.295 -0.686 0.383 0.390 -0.531 -0.526
C 4.626 -0.818 0.406 -2.058 -0.083 0.756
F 4.652 -2.135 0.648 -0.145 0.541 -0.630
F 3.552 -0.296 1.175 1.381 -0.700 -1.313
F 4.335 -0.557 -0.861 0.269 -0.303 0.274
C -3.749 0.249 -4.029 0.780 0.236 0.899
F -2.861 0.019 -3.016 0.532 0.265 -1.055
F -3.173 0.805 -5.098 0.213 -0.212 0.476
F -4.199 -0.936 -4.367 -0.761 -0.075 -0.204
S -4.943 1.438 -3.263 -1.889 0.505 0.994
O -6.174 1.269 -4.009 0.623 0.001 0.185
O -4.948 1.116 -1.841 0.250 0.112 -1.601
N -4.261 2.855 -3.459 -0.517 0.022 -0.591
S -4.734 4.033 -4.457 -0.118 -0.685 0.201
O -4.608 3.747 -5.870 0.434 0.298 0.752
O -5.936 4.753 -4.081 0.859 -0.267 0.211
C -3.240 5.033 -3.832 -0.876 -0.365 -1.578
F -3.297 5.092 -2.535 0.369 0.166 1.267
F -2.151 4.361 -4.239 0.295 0.391 0.167
F -3.136 6.298 -4.279 -0.180 -0.213 -0.315
C 0.407 6.872 0.929 -0.505 1.071 -0.919
F 1.064 8.030 1.157 -0.225 -0.363 0.492
F -0.884 7.037 1.331 1.202 -0.223 -0.157
F 0.393 6.789 -0.425 -0.232 -0.595 0.452
S 1.287 5.416 1.747 -0.947 0.938 0.021
O 1.841 4.704 0.612 0.141 0.522 1.006
O 2.087 6.124 2.730 -0.127 -1.212 -0.729
N 0.036 4.628 2.288 0.474 -0.744 1.484
S -0.420 4.479 3.860 0.073 1.549 -1.899
O 0.194 3.390 4.561 0.442 -0.226 0.301
O -0.541 5.763 4.527 -0.282 -1.237 -0.303
C -2.078 3.753 3.361 1.102 0.488 1.135
F -2.645 4.584 2.525 -0.784 -0.060 -0.410
F -1.857 2.564 2.832 -0.126 -0.278 -0.656
F -2.844 3.557 4.437 -0.188 0.337 0.070
```
Forces are in eV/Å.

Number 1: maximum force 0.22 eV Å⁻¹, HOMO energy -8.6267 eV, gap between HOMO and LUMO 8.6 eV. Number 2: maximum force 9.87 eV Å⁻¹, HOMO energy -2.9787 eV, gap between HOMO and LUMO 5.0 eV.